(1)
35
Properties=species:S:1:pos:R:3:mulliken_charge:R:1 method="wB97M-V/def2-TZVPD" molar_mass_g_mol=294.4 smiles="Cc1sccc1/C=N/NC(=O)c1cccc2ccccc12" total_charge=0
C -4.4790 -1.6935 -1.3936 -1.28
C -3.7555 -0.7015 -0.5521 0.76
C -2.4042 -0.5981 -0.3183 0.13
C -2.0816 0.4867 0.5512 -0.61
C -3.1701 1.1746 0.9546 -0.50
S -4.6267 0.5265 0.2937 -0.19
H -3.2255 2.0278 1.6005 0.44
H -1.0699 0.7125 0.8321 0.41
C -1.4082 -1.4630 -0.8913 -0.40
N -0.1862 -1.3114 -0.5716 0.12
N 0.7632 -2.0749 -1.1231 -0.28
C 2.0908 -1.9294 -0.8106 -0.17
O 2.9208 -2.6575 -1.3101 -0.65
C 2.3717 -0.8860 0.2154 0.50
C 2.9835 -1.2900 1.3764 -0.60
C 3.1978 -0.3863 2.4254 -0.69
C 2.7902 0.9122 2.3053 -0.89
C 2.1898 1.3729 1.1147 0.98
C 1.7813 2.7156 0.9666 -0.83
C 1.2272 3.1544 -0.2023 -0.62
C 1.0814 2.2742 -1.2852 -0.69
C 1.4623 0.9666 -1.1726 -0.44
C 1.9960 0.4700 0.0356 0.92
H 1.3701 0.3043 -2.0199 0.49
H 0.6694 2.6415 -2.2137 0.41
H 0.9128 4.1824 -0.3070 0.42
H 1.9222 3.3927 1.7973 0.39
H 2.9297 1.6107 3.1182 0.41
H 3.6736 -0.7311 3.3314 0.40
H 3.2838 -2.3217 1.4853 0.47
H 0.5188 -2.8078 -1.7965 0.24
H -1.7371 -2.2275 -1.6053 0.33
H -5.5482 -1.5002 -1.3673 0.38
H -4.3012 -2.7071 -1.0331 0.32
H -4.1429 -1.6387 -2.4295 0.33

(2)
43
Properties=species:S:1:pos:R:3:mulliken_charge:R:1 method="wB97M-V/def2-TZVPD" molar_mass_g_mol=450.5 smiles="CCOc1ccc(S(=O)(=O)Nc2cc(Sc3ncn[nH]3)c3oc(=O)sc3c2)cc1" total_charge=0
C -1.3277 -4.1124 0.5544 -0.85
C -2.8320 -3.8693 0.4949 -0.45
H -3.2299 -3.6075 1.4819 0.34
H -3.3403 -4.7723 0.1468 0.31
O -3.1861 -2.8840 -0.4627 -0.44
C -3.0054 -1.5760 -0.1974 0.69
C -2.5539 -1.0457 1.0124 -0.16
C -2.4184 0.3234 1.1574 -0.59
C -2.7265 1.1628 0.1075 -0.02
C -3.1889 0.6569 -1.0955 -0.59
C -3.3303 -0.7038 -1.2471 -0.81
H -3.6923 -1.1311 -2.1683 0.45
H -3.4457 1.3374 -1.8917 0.43
S -2.4583 2.9173 0.2556 1.24
O -2.0134 3.2276 1.5771 -0.64
O -3.5381 3.6602 -0.3136 -0.72
N -1.1768 3.1619 -0.8358 -0.26
C -0.0935 2.3113 -0.8830 0.09
C 0.5529 2.0338 -2.0876 -0.85
C 1.6190 1.1542 -2.0783 0.41
C 2.0348 0.5284 -0.9039 0.15
C 1.4193 0.8425 0.2985 -0.12
C 0.3605 1.7303 0.3054 -0.32
H -0.1064 2.0086 1.2346 1.07
S 1.9877 0.1016 1.8068 -0.31
C 3.6659 0.5405 1.6775 0.55
N 4.1898 1.4083 0.8398 -0.43
C 5.4991 1.3976 1.1640 -0.12
N 5.8041 0.5887 2.1465 -0.74
N 4.6289 0.0339 2.4776 0.22
H 4.5572 -0.6429 3.2201 0.18
H 6.2210 2.0033 0.6579 0.45
O 3.0587 -0.3562 -1.0480 -0.41
C 3.5333 -0.4613 -2.2881 0.53
O 4.4246 -1.1716 -2.6234 -0.52
S 2.6119 0.6096 -3.4075 -0.21
H 0.2378 2.4984 -3.0074 0.39
H -1.4777 3.5607 -1.7108 0.28
H -2.0810 0.7502 2.0882 0.51
H -2.3089 -1.6827 1.8464 0.43
H -0.9622 -4.3997 -0.4281 0.30
H -1.1169 -4.9146 1.2559 0.35
H -0.7959 -3.2184 0.8710 0.19

LUMO level, record by record: 0.4; 0.2 eV
Energy above the lowest of the compared OMol25 structures with the same formula, charge and spin, record by record: 0.00; 0.00 kJ/mol